Below is C6H12Br2CrO2Se2 as an isolated structure at a distorted geometry, with properties calculated with wB97M-V/def2-TZVPD.

energy above the lowest of the compared OMol25 structures with the same formula, charge and spin	0.000	eV
spin multiplicity	5
frontier orbital gap (alpha / beta)	5.94 / 6.30	eV
E_HOMO (alpha / beta)	-0.2908 / -0.3019	Eh

Atoms and positions in Å:
Cr  -2.7094  -9.2499  -2.3867
O  -6.4240  -10.9469  0.1537
C  -6.2884  -10.3064  -1.1142
C  -6.2344  -11.2723  -2.2907
C  -7.5849  -11.9355  -2.5642
O  -7.5563  -12.6262  -3.8440
C  -5.1801  -12.3256  -2.0109
Se  -3.4432  -11.7030  -2.7142
C  -6.2165  -10.4228  -3.6122
Se  -4.4859  -9.8586  -4.2272
H  -6.9682  -10.4146  0.7772
H  -5.3564  -9.7352  -1.1183
H  -7.0648  -9.5544  -1.2394
H  -8.4412  -11.2272  -2.5355
H  -7.8323  -12.6242  -1.7172
H  -8.2100  -13.3383  -3.8095
H  -5.4976  -13.2227  -2.5450
H  -5.1051  -12.4316  -0.9207
H  -6.9109  -9.5673  -3.5231
H  -6.6125  -10.9948  -4.4483
Br  -1.5343  -8.3538  -4.2623
C  -2.5126  -8.3848  -0.2319
Br  -4.0561  -7.1920  0.0054
H  -2.5563  -8.9398  0.7272
H  -1.5550  -7.8208  -0.3510

---

Below is one molecule with the formula C5H8O, with properties calculated with wB97M-V/def2-TZVPD.

energy above the lowest of the compared OMol25 structures with the same formula, charge and spin	4.580	eV
spin multiplicity	1
frontier orbital gap (alpha / beta)	7.38 / 7.47	eV
E_HOMO (alpha / beta)	-0.2938 / -0.2971	Eh

Atoms and positions in Å:
C  2.5943  0.1662  -0.5141
C  1.5906  -0.5227  0.3549
C  0.2290  -0.2127  -0.0093
C  -0.9026  -0.8882  0.2946
C  -2.2293  -0.1701  0.2572
O  -2.0823  1.2271  0.1629
H  3.0375  0.9970  0.0642
H  3.4298  -0.5297  -0.6499
H  2.2765  0.5781  -1.4907
H  0.0193  0.7214  -0.5501
H  -0.9073  -1.9299  0.6244
H  -2.8880  -0.4676  -0.5675
H  -2.7437  -0.4463  1.1950
H  -1.4238  1.4773  0.8284

---

Below is C37H55F3NO19SV as an isolated structure at a distorted geometry, with properties calculated with wB97M-V/def2-TZVPD.

total charge	+1
spin multiplicity	4
frontier orbital gap (alpha / beta)	8.03 / 8.09	eV
E_HOMO (alpha / beta)	-0.4182 / -0.4182	Eh

Atoms and positions in Å:
V  -1.8135  -1.0496  3.4074
C  -0.9834  -1.5440  -1.0348
F  -0.8279  -2.8143  -0.6021
F  -0.4029  -1.4499  -2.2306
F  -2.2834  -1.2898  -1.1872
S  -0.1837  -0.3666  0.1298
O  1.1795  -0.8569  0.1665
O  -0.3786  0.9138  -0.4871
O  -0.8783  -0.4960  1.3962
O  0.2232  -0.1960  3.9889
C  1.4040  -0.4616  3.8992
O  1.9403  -1.4771  4.5629
C  3.3906  -1.3447  4.5563
C  3.6978  -0.5657  3.2879
C  2.4469  0.2886  3.1181
H  3.8260  -2.3406  4.5749
H  3.6717  -0.8477  5.4849
H  3.7555  -1.2531  2.4401
H  4.6278  -0.0057  3.3140
H  2.1486  0.4475  2.0852
H  2.5493  1.2903  3.5532
O  -0.4059  -2.6663  2.9459
C  -0.1259  -3.6318  2.2681
O  -1.0129  -4.5742  1.9733
C  -0.4073  -5.5065  1.0561
C  1.0947  -5.3930  1.3119
C  1.2208  -3.8954  1.6269
H  -0.6462  -5.2601  0.0186
H  -0.7842  -6.5131  1.2226
H  1.6844  -5.7025  0.4518
H  1.3880  -5.9850  2.1776
H  1.2846  -3.2588  0.7441
H  1.9583  -3.6252  2.3802
O  -2.0183  1.1506  3.3709
C  -1.4447  2.2171  3.4071
O  -1.6829  3.0923  4.3666
C  -0.7798  4.2095  4.2962
C  0.1953  3.9121  3.1360
C  -0.4755  2.7576  2.3878
H  -0.2603  4.3219  5.2450
H  -1.3402  5.1306  4.1432
H  1.1954  3.6612  3.4895
H  0.3577  4.7795  2.4980
H  0.2231  1.9812  2.0959
H  -1.0455  3.0933  1.5215
O  -3.1763  -1.9623  1.9618
C  -4.0424  -2.5787  1.3722
O  -5.2800  -2.1376  1.3627
C  -6.1225  -2.9685  0.5020
C  -5.1246  -3.7293  -0.3841
C  -3.9196  -3.8335  0.5524
H  -6.8012  -2.3118  -0.0290
H  -6.6737  -3.6261  1.1734
H  -4.9250  -3.1546  -1.2855
H  -5.5356  -4.7061  -0.6241
H  -2.9639  -3.9173  0.0504
H  -4.0703  -4.6754  1.2341
O  -6.2492  1.7611  2.5537
C  -5.8170  1.5078  1.4744
O  -6.5483  0.8699  0.5322
C  -5.8400  0.7824  -0.7167
C  -4.3627  1.0063  -0.3496
C  -4.4452  1.8477  0.9242
H  -6.2166  1.5081  -1.4370
H  -6.0181  -0.2283  -1.0797
H  -3.7963  1.4444  -1.1700
H  -3.9302  0.0223  -0.1732
H  -4.3756  2.9069  0.6730
H  -3.6404  1.5786  1.6008
O  2.4490  3.6556  -4.5836
C  2.2992  2.4845  -4.4808
O  1.2478  1.9462  -3.8088
C  1.3661  0.5115  -3.6874
C  2.7726  0.1447  -4.1767
C  3.2172  1.3842  -4.9767
H  0.5656  0.0293  -4.2457
H  1.2235  0.3180  -2.6262
H  2.7460  -0.7490  -4.7974
H  3.4424  -0.0439  -3.3368
H  2.9907  1.1998  -6.0266
H  4.2489  1.6743  -4.8258
O  4.0573  3.9121  2.2994
C  3.7231  3.5354  1.2188
O  2.5889  2.8133  1.0501
C  2.4668  2.3245  -0.2886
C  3.4626  3.1144  -1.1582
C  4.4266  3.7108  -0.1078
H  1.4556  2.4501  -0.6586
H  2.6987  1.2572  -0.2964
H  2.9829  3.9276  -1.6977
H  4.0180  2.4815  -1.8458
H  4.6700  4.7532  -0.2972
H  5.3836  3.1886  -0.0374
O  0.0494  5.3967  -4.1331
C  -0.7476  4.8469  -3.4469
O  -2.0852  4.8270  -3.7503
C  -2.8112  4.0783  -2.7808
C  -1.7723  3.2550  -2.0023
C  -0.5271  4.1230  -2.1266
H  -3.5597  3.4648  -3.2795
H  -3.3309  4.7663  -2.1076
H  -1.5966  2.2548  -2.3928
H  -2.1283  3.1448  -0.9747
H  0.3941  3.5552  -2.1843
H  -0.4594  4.8789  -1.3411
C  4.8497  -3.1058  -2.3626
C  3.7104  -3.5226  -1.4485
C  2.4075  -3.6228  -2.2332
C  2.4918  -4.5260  -3.3840
N  2.5495  -5.2650  -4.2538
H  5.7776  -2.9738  -1.8046
H  4.6547  -2.1375  -2.8313
H  5.0144  -3.8468  -3.1435
H  3.6026  -2.7696  -0.6642
H  3.9846  -4.4667  -0.9741
H  2.0734  -2.6449  -2.5893
H  1.5480  -4.0159  -1.6763

---

Below is C31H82FLiO11Zn as an isolated structure at a distorted geometry, with properties calculated with wB97M-V/def2-TZVPD.

spin multiplicity	1
frontier orbital gap	8.31	eV
E_HOMO	-0.2945	Eh

Atoms and positions in Å:
Li  -1.0752  2.0502  -1.7841
Zn  -0.4467  -1.1192  -0.4976
F  -0.4872  0.8693  -0.3272
C  -1.8278  -4.0673  -2.2691
C  -2.4174  -2.7230  -2.6102
O  -1.8825  -1.5339  -1.9617
H  -0.9480  -4.2924  -2.8720
H  -2.5723  -4.8056  -2.5671
H  -1.6222  -4.1276  -1.2004
H  -3.4191  -2.6972  -2.1815
H  -2.5658  -2.5904  -3.6819
C  2.5790  -4.1722  -0.0752
C  1.6282  -3.4314  0.9486
O  1.0031  -2.2763  0.4437
H  1.9787  -4.4713  -0.9344
H  2.9256  -5.0655  0.4445
H  3.4082  -3.5585  -0.4272
H  2.2279  -3.1342  1.8089
H  0.8604  -4.1078  1.3242
C  -1.3305  3.6946  4.6868
C  -2.2728  2.6123  4.1363
C  -3.6050  2.5910  4.8414
O  -2.5261  2.8865  2.8026
H  -1.8618  4.6367  4.5519
H  -0.3485  3.6418  4.2166
H  -1.1114  3.6692  5.7543
H  -1.8638  1.6040  4.2015
H  -4.0349  3.5892  4.7581
H  -3.3992  2.4598  5.9037
H  -4.1937  1.8390  4.3160
H  -1.7791  2.7648  2.2119
C  2.9199  -0.7069  6.1809
C  3.2040  -1.3877  4.8379
C  3.3585  -2.9033  4.9274
O  2.1503  -1.0401  4.0213
H  1.9309  -1.0154  6.5196
H  3.0307  0.3674  6.0331
H  3.7043  -1.0471  6.8571
H  4.1743  -0.9665  4.5748
H  4.3254  -3.1350  5.3741
H  3.1038  -3.5396  4.0798
H  2.7676  -3.1532  5.8085
H  2.2996  -1.3153  3.1138
C  -6.0505  -1.5002  -1.0180
C  -5.6007  -0.1756  -0.4816
C  -6.1885  0.2446  0.8866
O  -4.1960  -0.2526  -0.3853
H  -7.1273  -1.5494  -0.8565
H  -5.6513  -2.3733  -0.5018
H  -5.7480  -1.5189  -2.0650
H  -5.9002  0.7275  -1.0134
H  -6.1059  -0.3496  1.7966
H  -7.2709  0.3633  0.8380
H  -5.6890  1.1620  1.1977
H  -3.8881  -0.7344  -1.1565
C  5.4099  -0.1115  -1.7412
C  4.7297  -1.1361  -0.8436
C  5.1621  -0.9965  0.6020
O  3.4023  -0.6690  -0.6980
H  5.0304  0.9101  -1.7619
H  5.3467  -0.3736  -2.7973
H  6.4796  0.0299  -1.5870
H  4.8419  -2.1692  -1.1725
H  4.8108  -1.7804  1.2729
H  4.8693  -0.0727  1.1010
H  6.2435  -1.0894  0.7020
H  2.9075  -1.2981  -0.1680
C  -1.7876  -1.4066  3.5700
C  -1.9095  -2.1599  2.2005
C  -3.1737  -3.0196  2.2370
O  -1.7887  -1.2844  1.0931
H  -0.7602  -1.1366  3.8142
H  -2.0190  -2.1571  4.3258
H  -2.3870  -0.4963  3.5838
H  -1.1250  -2.9107  2.1056
H  -4.0611  -2.3979  2.1182
H  -3.3082  -3.6367  3.1254
H  -3.1386  -3.8043  1.4813
H  -2.5205  -0.6677  1.1703
C  1.0046  1.5426  2.2879
C  1.1208  2.9593  1.8357
C  2.4354  3.2891  1.0540
O  -0.0188  3.1851  1.0940
H  1.1763  0.8402  1.4722
H  0.0986  1.3356  2.8576
H  1.8321  1.5429  2.9973
H  1.0245  3.6371  2.6839
H  3.3099  3.0118  1.6425
H  2.3405  4.3128  0.6917
H  2.4641  2.6068  0.2045
H  -0.0538  2.3134  0.6932
C  1.8293  0.0177  -4.3023
C  1.2675  -1.1585  -3.4864
C  2.2390  -2.3883  -3.3941
O  1.0258  -0.6338  -2.1796
H  1.2076  0.9130  -4.2919
H  1.9708  -0.1737  -5.3660
H  2.7577  0.4412  -3.9193
H  0.2743  -1.4091  -3.8590
H  2.7436  -2.5875  -4.3395
H  1.6703  -3.2984  -3.2035
H  2.9171  -2.4318  -2.5419
H  1.8487  -0.3447  -1.7786
C  -3.8049  1.4939  -4.6089
C  -2.3471  0.9584  -4.6115
C  -1.2808  1.7942  -5.4073
O  -1.9088  0.9665  -3.2777
H  -4.3207  0.9071  -3.8489
H  -4.2990  1.2953  -5.5599
H  -3.9188  2.5157  -4.2470
H  -2.3712  -0.0673  -4.9794
H  -0.7128  1.1221  -6.0506
H  -0.6759  2.3339  -4.6787
H  -1.8206  2.5816  -5.9334
H  -1.8419  0.0460  -3.0136
C  3.0557  3.2083  -3.5080
C  1.8390  3.8017  -2.6993
C  1.0695  4.9292  -3.4375
O  0.8757  2.8019  -2.3686
H  3.3444  2.2545  -3.0663
H  3.9644  3.7781  -3.3142
H  2.7802  2.9309  -4.5255
H  2.1998  4.1789  -1.7424
H  1.5998  5.8785  -3.5125
H  0.1772  5.1892  -2.8681
H  0.8006  4.5422  -4.4204
H  1.2829  1.9352  -2.4369

---

Below is a 2-piece molecular cluster, CH2F2N2 overall at a distorted geometry, with properties calculated with wB97M-V/def2-TZVPD.

energy above the lowest of the compared OMol25 structures with the same formula, charge and spin	7.468	eV
spin multiplicity	1
frontier orbital gap (alpha / beta)	7.29 / 10.05	eV
E_HOMO (alpha / beta)	-0.3734 / -0.4438	Eh

Atoms and positions in Å:
C  0.5633  0.0927  -0.3910
N  -0.2812  -0.5478  0.4840
N  -0.1861  0.6843  0.7290
F  -0.0027  -1.4575  1.4531
F  -1.9436  1.1575  -0.6351
H  1.7159  -0.1892  -0.3547
H  0.1344  0.2602  -1.2852

---

Below is C68H52BaCl5N9 as an isolated structure at a distorted geometry, with properties calculated with wB97M-V/def2-TZVPD.

total charge	-2
spin multiplicity	1
frontier orbital gap	3.10	eV
E_HOMO	-0.0151	Eh

Atoms and positions in Å:
Ba  0.0911  0.2080  -0.3751
Cl  1.5462  -2.7515  -9.4382
C  1.3441  -2.0307  -7.8549
C  1.4339  -0.6577  -7.7184
C  1.2667  -0.0930  -6.4591
C  1.0024  -0.8821  -5.3428
C  0.9313  -2.2636  -5.5112
C  1.0963  -2.8438  -6.7629
C  0.7983  -0.2725  -3.9849
C  1.9023  -0.4054  -3.0908
C  3.1100  -1.1724  -3.3666
C  3.9323  -1.0010  -2.3059
C  3.2666  -0.0687  -1.4094
C  3.7875  0.5465  -0.2564
C  5.0959  0.1087  0.3010
C  5.2009  -0.1213  1.6765
C  6.3812  -0.5824  2.2428
C  7.4786  -0.8028  1.4295
Cl  8.9793  -1.3672  2.1302
C  7.4157  -0.5639  0.0677
C  6.2289  -0.1056  -0.4844
C  3.1427  1.6358  0.3994
N  1.8461  1.9879  0.2644
C  1.6878  3.2005  0.8443
C  0.4845  3.9582  0.8909
C  0.5678  5.2684  1.6171
C  -0.1233  5.4497  2.8145
C  -0.0517  6.6473  3.5157
C  0.7201  7.6769  3.0070
Cl  0.8351  9.1851  3.8875
C  1.4032  7.5344  1.8126
C  1.3207  6.3299  1.1257
C  -0.7667  3.6699  0.3305
C  -1.8204  4.6635  0.1860
C  -2.8179  4.0757  -0.5143
C  -2.3693  2.7201  -0.8246
N  -1.1563  2.5089  -0.2910
C  -3.0062  1.8647  -1.7934
C  -2.1972  1.2153  -2.7762
C  -2.5045  1.1408  -4.2063
C  -1.4287  0.5978  -4.8143
C  -0.4422  0.3389  -3.7712
N  -0.9549  0.7460  -2.5660
C  -4.4830  1.7914  -1.8630
C  -5.3034  2.4210  -0.9104
C  -6.6885  2.3522  -0.9586
C  -7.3018  1.5973  -1.9401
Cl  -9.0473  1.5224  -2.0235
C  -6.5342  0.8637  -2.8248
C  -5.1522  0.9487  -2.7688
C  2.9556  3.6386  1.4040
C  3.8548  2.6603  1.1383
N  2.0363  0.2225  -1.9066
H  1.6401  -0.0376  -8.5809
H  1.3385  0.9819  -6.3379
H  0.7382  -2.8885  -4.6446
H  1.0314  -3.9164  -6.8882
H  3.3077  -1.7721  -4.2419
H  4.8823  -1.4874  -2.1504
H  4.3343  0.0349  2.3140
H  6.4356  -0.7805  3.3052
H  8.2879  -0.7316  -0.5513
H  6.1992  0.1292  -1.5418
H  -0.7195  4.6318  3.2017
H  -0.5852  6.7762  4.4489
H  1.9910  8.3555  1.4236
H  1.8446  6.2118  0.1842
H  -1.7794  5.6906  0.5174
H  -3.7049  4.5578  -0.8965
H  -3.3840  1.5364  -4.6902
H  -1.3055  0.4219  -5.8718
H  -4.8514  2.9469  -0.0839
H  -7.2889  2.8643  -0.2172
H  -7.0139  0.1992  -3.5321
H  -4.5808  0.2977  -3.4107
H  3.1414  4.5671  1.9215
H  4.9077  2.6514  1.3793
C  -5.8847  -2.4569  -0.4539
C  -5.1938  -1.2674  -0.2860
C  -3.8146  -1.2295  -0.4532
C  -3.1091  -2.3748  -0.7894
C  -3.8055  -3.5717  -0.9639
C  -5.1804  -3.6109  -0.7943
N  -1.6779  -2.2386  -0.9449
N  -1.1231  -3.3415  -0.9239
C  0.2991  -3.4033  -0.8623
C  0.8239  -4.6697  -1.1892
C  2.1297  -4.9869  -0.8788
C  2.9173  -4.0303  -0.2372
C  2.4031  -2.7631  -0.0018
C  1.0659  -2.3841  -0.2547
H  -6.9615  -2.4869  -0.3289
H  -5.7323  -0.3592  -0.0349
H  -3.2624  -0.3073  -0.3108
H  -3.2482  -4.4597  -1.2283
H  -5.7092  -4.5472  -0.9286
H  0.1982  -5.3846  -1.7222
H  2.5242  -5.9700  -1.1091
H  3.9261  -4.2841  0.0815
H  3.0743  -2.0459  0.4730
C  -0.8149  -3.4070  2.3392
N  -2.1611  -3.0286  2.7524
C  -3.1445  -4.0881  2.6915
C  -2.5334  -1.7081  2.7228
N  -1.8109  -0.8299  2.1367
N  -3.7301  -1.4418  3.4071
C  -3.8892  -1.9843  4.7498
C  -4.3407  -0.1524  3.2026
H  -0.4016  -4.1182  3.0591
H  -0.1775  -2.5278  2.3000
H  -0.8275  -3.8698  1.3481
H  -2.9740  -4.6939  1.7945
H  -4.1497  -3.6738  2.6365
H  -3.0779  -4.7491  3.5651
H  -2.1479  0.1076  2.3315
H  -3.0279  -2.5977  5.0079
H  -4.7990  -2.5896  4.8377
H  -3.9483  -1.1705  5.4807
H  -3.8544  0.6454  3.7851
H  -5.3884  -0.2024  3.5084
H  -4.3067  0.1128  2.1474
Cl  2.7871  -3.0294  3.8103
C  1.5112  -2.1969  4.6886
C  0.9321  -2.8515  5.7532
C  -0.1179  -2.2800  6.4778
C  -0.5356  -0.9935  6.0917
C  0.0532  -0.3263  5.0453
C  1.1134  -0.8891  4.2323
C  1.6509  -0.2157  3.1510
H  1.3077  -3.8339  6.0243
H  -0.5782  -2.8089  7.3042
H  -1.3490  -0.5147  6.6347
H  -0.2973  0.6655  4.7690
H  2.3911  -0.6778  2.5101
H  1.3354  0.7981  2.9070

---

Below is C3H5HgO3 as an isolated structure at a distorted geometry, with properties calculated with wB97M-V/def2-TZVPD.

total charge	+2
energy above the lowest of the compared OMol25 structures with the same formula, charge and spin	0.000	eV
spin multiplicity	2
frontier orbital gap (alpha / beta)	10.27 / 9.27	eV
E_HOMO (alpha / beta)	-0.7127 / -0.8014	Eh

Atoms and positions in Å:
H  -0.1528  -1.2319  1.4065
O  0.2611  -0.9398  0.5781
C  -1.7132  -0.4844  -0.4200
C  0.5927  0.4639  0.5960
O  -2.7343  -0.7902  -0.0002
O  -1.0093  0.1608  -1.1875
C  0.2257  0.9568  -0.7795
Hg  2.0444  -2.4584  -0.0675
H  1.6380  0.6482  0.8575
H  -0.0178  0.9939  1.3386
H  0.9870  0.6879  -1.5178
H  -0.1215  1.9931  -0.8044